1.
C31H35BrGeN2O2Zn | wB97M-V/def2-TZVPD

The geometry in XYZ format:
```
73
C31H35BrGeN2O2Zn | the Open Molecules 2025 dataset | wB97M-V/def2-TZVPD
Zn 0.2235 0.9166 1.7438
Br 1.8020 2.7848 2.8066
C 0.3305 4.0399 2.6012
C 0.5607 5.3054 3.0688
C -0.4382 6.2821 2.9525
C -1.6199 5.9666 2.3473
C -1.8647 4.6703 1.8488
C -3.0845 4.3856 1.2063
C -3.3533 3.1348 0.7379
C -2.4061 2.1138 0.9067
C -1.1960 2.3392 1.5120
C -0.8803 3.6366 1.9889
H 1.5071 5.5558 3.5232
H -0.2578 7.2726 3.3371
H -2.4025 6.7005 2.2333
H -3.8014 5.1825 1.0944
H -4.2880 2.9082 0.2476
H -2.6775 1.1288 0.5366
O 2.7111 3.2644 -4.8855
C 3.1672 2.0619 -4.5427
O 3.7417 1.3457 -5.3085
C 2.8739 1.6062 -3.1344
C 1.7782 2.0780 -2.4145
C 1.4834 1.5384 -1.1831
C 2.2796 0.5328 -0.6242
C 3.3947 0.0769 -1.3420
C 3.6764 0.6064 -2.5818
N 1.8657 0.0573 0.6134
C 2.5321 -0.7797 1.3227
C 2.0241 -1.2146 2.6085
C 2.6726 -2.2115 3.3362
C 2.1526 -2.5876 4.5674
C 1.0145 -1.9481 5.0388
C 0.4238 -0.9708 4.2483
N 0.9045 -0.6217 3.0637
H 2.3548 3.7913 -4.1576
H 1.1274 2.8437 -2.8130
H 0.6285 1.9000 -0.6256
H 4.0353 -0.6971 -0.9489
H 4.5214 0.2517 -3.1536
H 3.4905 -1.1908 1.0127
H 3.5618 -2.6794 2.9408
H 2.6300 -3.3598 5.1478
H 0.5908 -2.1898 6.0006
H -0.4640 -0.4453 4.5757
C -1.0225 -5.6007 -1.6211
C -0.3872 -4.4543 -0.8465
C -0.9919 -4.2889 0.5447
C -0.4565 -3.0428 1.2476
Ge -1.3259 -1.3805 0.4875
C -1.2673 -0.6780 -1.3942
C -2.5089 -1.2092 -2.1111
C -2.4507 -0.8423 -3.6005
C -1.3546 -1.5789 -4.3595
H -0.5750 -5.6806 -2.6078
H -2.0914 -5.4409 -1.7375
H -0.8702 -6.5439 -1.1034
H -0.5194 -3.5192 -1.4097
H 0.6852 -4.6346 -0.7525
H -0.7291 -5.1534 1.1593
H -2.0854 -4.2637 0.4809
H 0.6275 -2.9966 1.1314
H -0.7082 -3.0569 2.3101
H -2.7129 -1.1526 1.1452
H -0.3526 -1.0511 -1.8571
H -1.2498 0.4110 -1.4340
H -3.4108 -0.7708 -1.6734
H -2.5793 -2.2986 -2.0162
H -2.3141 0.2361 -3.7048
H -3.4180 -1.0992 -4.0355
H -0.3614 -1.2130 -4.1027
H -1.4949 -1.4299 -5.4262
H -1.4004 -2.6493 -4.1675
```

Computed properties:
calculated total energy	-7891.978536	a.u.
net charge	+2
E_HOMO	-13.3	eV
gap between HOMO and LUMO	4.91	eV

Atom charges from the Mulliken analysis, given in e for atoms 1 to 8: atom 1 (Zn): 0.47, atom 2 (Br): -0.21, atom 3 (C): 0.43, atom 4 (C): -0.74, atom 5 (C): -0.67, atom 6 (C): -0.87, atom 7 (C): 0.86, atom 8 (C): -0.86

---

2.
C31H35BrIN6O2ReS2 | wB97M-V/def2-TZVPD

The geometry in XYZ format:
```
79
C31H35BrIN6O2ReS2 | the Open Molecules 2025 dataset | wB97M-V/def2-TZVPD
Re -0.9487 1.0382 1.8835
S 0.0672 -1.0320 1.1186
C -0.6975 -1.4195 -0.3673
N -0.5878 -2.5989 -0.8991
C -0.7893 -2.8012 -2.3486
C -1.8476 -1.8934 -2.9045
N -1.7520 -0.5257 -2.3620
C -2.1632 0.5421 -3.3177
C -1.1025 0.6589 -4.3813
C 0.1899 1.0480 -4.0354
C 1.1609 1.1805 -5.0133
C 0.8421 0.9237 -6.3426
C -0.4417 0.5323 -6.6894
C -1.4153 0.3928 -5.7083
C -1.3867 -0.3198 -1.1387
S -1.7506 1.1777 -0.3617
C -0.0707 -3.8069 -0.1827
C 1.1686 -4.3401 -0.8481
C 1.1058 -5.4978 -1.6150
C 2.2528 -5.9904 -2.2228
C 3.4592 -5.3243 -2.0671
C 3.5266 -4.1690 -1.2967
C 2.3844 -3.6787 -0.6852
H -1.0706 -3.8399 -2.5076
H 0.1795 -2.6440 -2.8279
H -2.8561 -2.2489 -2.6787
H -1.7376 -1.8271 -3.9855
H -2.3078 1.4674 -2.7678
H -3.1206 0.2452 -3.7476
H 0.4428 1.2540 -2.9982
H 2.1618 1.4921 -4.7469
H 1.5977 1.0316 -7.1087
H -0.6910 0.3417 -7.7240
H -2.4206 0.0964 -5.9851
H -0.8822 -4.5352 -0.2258
H 0.1047 -3.5351 0.8530
H 0.1697 -6.0345 -1.7228
H 2.2047 -6.8991 -2.8066
H 4.3526 -5.7107 -2.5384
H 4.4726 -3.6631 -1.1610
H 2.4449 -2.7898 -0.0656
Br -2.9738 -0.4515 2.7004
C -2.6463 -1.0212 4.5025
C -3.6636 -1.7385 5.0986
C -3.4838 -2.1830 6.4032
C -2.3093 -1.9118 7.0852
C -1.2937 -1.1838 6.4778
C -1.4758 -0.7412 5.1791
I 0.0722 0.4064 4.3629
H -4.5852 -1.9404 4.5698
H -4.2749 -2.7431 6.8820
H -2.1757 -2.2584 8.1005
H -0.3851 -0.9595 7.0210
C 1.2771 3.0341 2.6608
N 0.5254 2.5211 1.4085
C 1.6131 2.0050 0.4546
N 2.5925 3.0053 0.1742
C 3.2438 3.4367 1.4160
N 2.2543 4.0127 2.3318
C 1.6179 5.1701 1.6968
N 0.9616 4.7485 0.4574
C -0.0592 3.8008 0.7363
C 1.9559 4.1715 -0.4484
H 1.7823 2.1731 3.1058
H 0.5289 3.4383 3.3442
H 1.1085 1.7016 -0.4653
H 2.0779 1.1368 0.9257
H 3.9965 4.1872 1.1834
H 3.7343 2.5857 1.8909
H 2.3746 5.9189 1.4722
H 0.8822 5.6050 2.3737
H -0.5276 3.4798 -0.1936
H -0.8082 4.2031 1.4132
H 2.7176 4.9168 -0.6695
H 1.4737 3.8758 -1.3819
O -2.4855 2.1150 4.5748
C -2.6425 2.8195 3.6182
O -2.0644 2.5952 2.4247
H -3.1841 3.7715 3.6430
```

Computed properties:
ΔE to the lowest compared entry with this formula, charge and spin	46.1	kJ/mol
spin multiplicity	4
calculated total energy	-5426.739102	a.u.
net charge	+3
E_HOMO (spin up / spin down)	-16.2 / -16.2	eV
gap between HOMO and LUMO (spin up / spin down)	6.00 / 5.24	eV

Atom charges from the Mulliken analysis, given in e for atoms 1 to 8: atom 1 (Re): 0.42, atom 2 (S): -0.13, atom 3 (C): 0.54, atom 4 (N): 0.03, atom 5 (C): -0.59, atom 6 (C): -0.76, atom 7 (N): 0.23, atom 8 (C): -1.37

---

3.
C31H35BrN6O3PSnTe | wB97M-V/def2-TZVPD

The geometry in XYZ format:
```
79
C31H35BrN6O3PSnTe | the Open Molecules 2025 dataset | wB97M-V/def2-TZVPD
Sn 0.2161 0.3131 0.0666
C -1.5748 3.2127 0.9319
C -1.8606 2.9406 -0.5224
C -2.6956 3.7898 -1.2432
C -2.9334 3.5238 -2.5729
C -2.3443 2.4142 -3.1623
C -1.5268 1.6056 -2.3986
N -1.2940 1.8831 -1.1063
C -0.8619 0.3932 -2.9681
C -1.1708 -0.0510 -4.2440
C -0.6169 -1.2253 -4.6972
C 0.2735 -1.9017 -3.8935
C 0.5912 -1.3878 -2.6487
N 0.0108 -0.2684 -2.1958
C 1.5177 -2.1321 -1.7403
C 2.2345 -3.2273 -2.1844
C 2.9999 -3.9455 -1.2800
C 3.0379 -3.5477 0.0386
C 2.3447 -2.4033 0.4147
C 2.4516 -1.8793 1.8260
N 1.6107 -1.7191 -0.4708
H -2.5034 3.2071 1.5035
H -1.1213 4.1985 1.0459
H -0.9045 2.4726 1.3618
H -3.1459 4.6406 -0.7491
H -3.5740 4.1729 -3.1577
H -2.5359 2.2037 -4.2032
H -1.8773 0.4750 -4.8665
H -0.8905 -1.6223 -5.6657
H 0.6850 -2.8386 -4.2324
H 2.2042 -3.5358 -3.2178
H 3.5589 -4.8136 -1.6070
H 3.6008 -4.1038 0.7773
H 2.3974 -2.7013 2.5381
H 1.6626 -1.1668 2.0548
H 3.4119 -1.3788 1.9764
Br -1.4195 0.3645 3.8183
C 0.2589 1.2107 4.0824
C 0.6730 1.5447 5.3616
C 1.9095 2.1561 5.4860
C 2.6630 2.4092 4.3484
C 2.1482 2.0250 3.1234
N 0.9572 1.4286 2.9926
H 0.0556 1.3196 6.2200
H 2.2836 2.4254 6.4665
H 3.6299 2.8934 4.4138
H 2.7008 2.1828 2.2007
C -6.2040 -1.0677 0.7631
C -5.1226 -2.0953 0.5355
O -3.8414 -1.4207 0.5879
P -2.5323 -2.0910 -0.0602
O -1.4639 -1.0543 0.2772
Te -2.8243 -2.8349 -2.2553
O -2.2899 -3.4077 0.8243
C -2.1666 -3.2939 2.2612
C -0.7163 -3.4330 2.6629
H -7.1772 -1.5585 0.8195
H -6.2181 -0.3436 -0.0532
H -6.0274 -0.5324 1.6984
H -5.2355 -2.5808 -0.4328
H -5.1462 -2.8681 1.3067
H -2.7748 -4.0882 2.6856
H -2.5632 -2.3345 2.5954
H -0.3431 -4.4311 2.4209
H -0.5966 -3.2561 3.7350
H -0.1331 -2.6952 2.1141
N 4.0886 0.5611 -0.1294
C 3.6865 1.5784 -0.9754
C 4.6305 2.4226 -1.5780
C 4.1912 3.4445 -2.3846
C 2.8229 3.6203 -2.5827
C 1.9680 2.7567 -1.9397
N 2.3702 1.7477 -1.1412
H 5.0421 0.2528 -0.2152
H 3.4146 -0.1768 -0.0149
H 5.6869 2.2512 -1.4085
H 4.9054 4.1031 -2.8645
H 2.4376 4.4079 -3.2146
H 0.8946 2.8607 -2.0590
```

Computed properties:
calculated total energy	-5154.255332	a.u.
net charge	+1
E_HOMO	-9.1	eV
gap between HOMO and LUMO	5.92	eV

Atom charges from the Mulliken analysis, given in e for atoms 1 to 8: atom 1 (Sn): 1.85, atom 2 (C): -1.22, atom 3 (C): 0.58, atom 4 (C): -0.72, atom 5 (C): -0.80, atom 6 (C): -0.90, atom 7 (C): 0.41, atom 8 (N): 0.19

---

4.
C31H35CsF3IN3O2SbTe | wB97M-V/def2-TZVPD

The geometry in XYZ format:
```
78
C31H35CsF3IN3O2SbTe | the Open Molecules 2025 dataset | wB97M-V/def2-TZVPD
Cs 1.0067 -1.6689 -0.4429
N -2.5564 -0.1349 -0.3827
C -2.7801 1.2857 -0.0914
C -1.4888 1.9487 0.3627
N -0.9809 1.3173 1.5743
C 0.2114 1.9525 2.1024
C 0.8915 1.0614 3.1276
N 1.5699 -0.0653 2.4646
H -1.9832 -0.1991 -1.2222
H -3.4354 -0.5946 -0.5871
H -3.5103 1.3692 0.7182
H -3.1788 1.8345 -0.9529
H -1.6872 3.0019 0.5784
H -0.7604 1.9147 -0.4615
H -0.8075 0.3367 1.3814
H -0.0783 2.8952 2.5757
H 0.9466 2.2105 1.3185
H 0.1125 0.6613 3.7814
H 1.5800 1.6471 3.7442
H 1.8570 -0.7552 3.1516
H 2.4271 0.2788 2.0421
I -0.3360 3.8414 -8.0662
C 0.0144 2.6146 -6.4125
C -0.9874 2.4397 -5.4699
C -0.7469 1.6234 -4.3744
C 0.4776 0.9869 -4.2201
C 1.4691 1.1733 -5.1756
C 1.2452 1.9882 -6.2751
C 0.7305 0.0878 -3.0267
O 1.8322 -0.4952 -2.9493
O -0.2109 -0.0258 -2.1880
H -1.9421 2.9333 -5.5897
H -1.5102 1.4699 -3.6228
H 2.4163 0.6683 -5.0416
H 2.0184 2.1334 -7.0171
F -5.2618 0.5803 6.3938
C -4.4506 -0.1193 5.5770
C -4.2646 0.3254 4.2842
C -3.4204 -0.4001 3.4537
C -2.7836 -1.5498 3.9110
C -2.9815 -1.9549 5.2307
C -3.8217 -1.2444 6.0752
Sb -1.5193 -2.6157 2.5757
C -2.6474 -4.4169 2.3664
C -2.3299 -5.2106 1.2635
C -2.9612 -6.4289 1.0418
C -3.9287 -6.8306 1.9385
F -4.5530 -8.0069 1.7365
C -4.2859 -6.0684 3.0340
C -3.6360 -4.8607 3.2408
C -0.1888 -3.3537 4.0912
C 0.4062 -2.4641 4.9842
C 1.3432 -2.8921 5.9148
C 1.6796 -4.2316 5.9334
F 2.5876 -4.6596 6.8326
C 1.1149 -5.1470 5.0690
C 0.1780 -4.6958 4.1478
H -4.7613 1.2248 3.9465
H -3.2384 -0.0456 2.4452
H -2.4601 -2.8226 5.6193
H -3.9864 -1.5398 7.1026
H -1.5792 -4.8810 0.5510
H -2.7184 -7.0559 0.1943
H -5.0579 -6.4221 3.7039
H -3.9173 -4.2584 4.0956
H 0.1252 -1.4152 4.9760
H 1.8024 -2.2127 6.6203
H 1.4039 -6.1878 5.1268
H -0.2778 -5.4149 3.4758
C -0.8393 -2.8895 -4.3000
Te -1.8791 -3.0939 -2.4535
C -2.5406 -5.0892 -2.8067
H -1.5307 -2.6335 -5.0966
H -0.3332 -3.8265 -4.5203
H -0.0987 -2.1005 -4.1808
H -1.6865 -5.7476 -2.9436
H -3.1839 -5.1158 -3.6817
H -3.1092 -5.4015 -1.9327
```

Computed properties:
ΔE to the lowest compared entry with this formula, charge and spin	26.5	kJ/mol
calculated total energy	-2642.736574	a.u.
E_HOMO	-8.1	eV
gap between HOMO and LUMO	7.88	eV

Atom charges from the Mulliken analysis, given in e for atoms 1 to 8: atom 1 (Cs): 1.31, atom 2 (N): 0.01, atom 3 (C): -0.90, atom 4 (C): -0.53, atom 5 (N): 0.12, atom 6 (C): -0.62, atom 7 (C): -0.72, atom 8 (N): -0.37

---

5.
C31H35F6IN5SSbSn | wB97M-V/def2-TZVPD

The geometry in XYZ format:
```
81
C31H35F6IN5SSbSn | the Open Molecules 2025 dataset | wB97M-V/def2-TZVPD
Sn -0.4852 -3.0791 0.7675
N 2.6645 -2.7288 3.8731
C 1.8871 -2.7618 2.7862
S 0.2026 -3.1313 3.0882
N 2.4659 -2.5033 1.6391
N 1.6534 -2.5468 0.5614
C 2.0596 -2.0841 -0.5688
C 3.4021 -1.5218 -0.8032
C 4.5480 -2.2301 -0.4469
C 5.7961 -1.6764 -0.6778
C 5.9065 -0.4092 -1.2347
C 4.7672 0.3034 -1.5803
C 3.5161 -0.2563 -1.3790
C 1.0642 -2.1365 -1.6593
C 1.4242 -1.9623 -2.9836
C 0.4630 -2.1043 -3.9729
C -0.8256 -2.4504 -3.6165
C -1.1206 -2.6323 -2.2789
N -0.2018 -2.4482 -1.3258
H 2.2956 -2.9006 4.7912
H 3.6473 -2.5402 3.7572
H 4.4596 -3.2084 0.0040
H 6.6861 -2.2319 -0.4151
H 6.8841 0.0237 -1.4000
H 4.8511 1.2932 -2.0084
H 2.6265 0.2993 -1.6500
H 2.4518 -1.7401 -3.2282
H 0.7301 -1.9666 -5.0119
H -1.6026 -2.5921 -4.3534
H -2.1025 -2.9367 -1.9584
C -4.8044 -0.7262 -2.8673
C -3.9457 0.3514 -2.2603
C -4.2118 1.7036 -2.4845
C -3.4326 2.7048 -1.8956
C -3.7295 4.1575 -2.1586
C -2.3814 2.3551 -1.0720
C -2.0669 0.9919 -0.8089
C -2.8883 0.0222 -1.4444
N -1.0806 0.4898 -0.0421
C -0.2582 1.3475 0.8086
C 0.6550 0.3994 1.6016
C 1.6277 1.1476 2.5132
C 0.8144 1.9618 3.5229
C -0.1006 2.9265 2.7640
C 0.7531 3.8699 1.9105
C 1.5923 3.0600 0.9155
C 2.4965 2.0868 1.6767
C 0.6551 2.2770 -0.0102
C -1.0611 2.1427 1.8604
H -5.6445 -0.3031 -3.4154
H -5.2061 -1.3840 -2.0947
H -4.2331 -1.3413 -3.5666
H -5.0447 1.9854 -3.1181
H -4.6882 4.2802 -2.6596
H -2.9615 4.6031 -2.7931
H -3.7585 4.7262 -1.2289
H -1.7957 3.1509 -0.6414
H -2.6957 -1.0100 -1.2052
H 1.2142 -0.1965 0.8764
H 0.0389 -0.2712 2.2088
H 2.2577 0.4225 3.0378
H 1.4821 2.5191 4.1857
H 0.2164 1.2941 4.1512
H -0.6893 3.5084 3.4768
H 1.4078 4.4624 2.5551
H 0.1116 4.5746 1.3718
H 2.2034 3.7369 0.3136
H 3.1834 2.6368 2.3260
H 3.1082 1.5111 0.9733
H 1.2329 1.6609 -0.7082
H 0.0743 2.9713 -0.6199
H -1.7691 2.8296 1.4038
H -1.6490 1.4373 2.4567
F -1.9934 -1.6260 1.7199
Sb -3.7008 -2.6391 1.7060
F -5.0553 -3.8404 1.3349
F -4.2134 -2.0725 3.3888
F -4.5169 -1.2595 0.7835
F -2.5823 -3.9860 2.4329
F -2.6743 -3.1444 0.0526
I -0.4063 -5.6461 0.0510
```

Computed properties:
ΔE to the lowest compared entry with this formula, charge and spin	113.8	kJ/mol
spin multiplicity	2
calculated total energy	-3225.679857	a.u.
net charge	+1
E_HOMO (spin up / spin down)	-10.2 / -11.2	eV
gap between HOMO and LUMO (spin up / spin down)	5.70 / 6.71	eV

Atom charges from the Mulliken analysis, given in e for atoms 1 to 8: atom 1 (Sn): 2.00, atom 2 (N): -0.37, atom 3 (C): 0.70, atom 4 (S): -0.50, atom 5 (N): -1.15, atom 6 (N): 0.67, atom 7 (C): 0.39, atom 8 (C): 0.14

---

6.
C31H35F9N4OP2Pt | wB97M-V/def2-TZVPD

The geometry in XYZ format:
```
83
C31H35F9N4OP2Pt | the Open Molecules 2025 dataset | wB97M-V/def2-TZVPD
Pt -1.5320 -0.5806 0.4974
C -3.0317 -2.5729 -0.3108
C -2.8884 -1.7627 -1.3880
C -3.9247 -0.7625 -1.8244
C -4.4237 0.1227 -0.6775
C -3.3364 0.3711 0.3903
C -3.1281 -0.4755 1.5701
C -3.9884 -1.6677 1.7379
C -4.2503 -2.6375 0.5380
C 0.3511 -0.2816 1.4644
H -2.2856 -3.3198 -0.0843
H -2.2215 -2.0616 -2.2032
H -4.7935 -1.2428 -2.3012
H -3.4430 -0.1158 -2.5548
H -4.7249 1.1096 -1.0890
H -5.3213 -0.3016 -0.1982
H -3.0686 1.4582 0.3179
H -2.7778 0.0154 2.4684
H -4.9287 -1.2387 2.0269
H -3.5699 -2.2425 2.5626
H -4.4564 -3.6581 0.9567
H -5.1268 -2.3193 -0.0752
H 0.8064 -1.2160 1.7756
H 0.0225 0.2542 2.3171
H 1.0852 0.3136 0.9288
P -0.7384 1.8987 -0.0094
P 0.2483 -1.1002 -1.0117
N -1.7204 3.0007 1.4554
N 0.4218 3.1716 -0.2555
N -0.0006 -3.0049 -0.7352
N 1.6739 -1.5814 -1.9600
C -1.0300 1.5426 -1.8254
C -0.5818 0.0784 -2.2725
C -1.7824 2.4792 2.7353
C -2.8053 3.0642 3.4829
C -3.3479 4.1131 2.6564
C -2.6477 4.0520 1.4336
C 1.4667 3.6357 0.5740
C 1.6711 4.9861 0.3291
C 0.7266 5.3831 -0.6777
C -0.0184 4.2805 -1.0096
C -0.0249 -3.4962 0.5745
C -0.5113 -4.8079 0.5895
C -0.6787 -5.1995 -0.7805
C -0.3284 -4.0855 -1.5668
C 1.5891 -2.1536 -3.2267
C 2.8103 -2.0495 -3.8630
C 3.7093 -1.4065 -2.9586
C 2.9953 -1.1130 -1.8104
H -0.4092 2.2677 -2.3685
H -2.0880 1.8098 -2.0780
H -1.3518 -0.4532 -2.8697
H 0.2592 0.2700 -2.9418
H -1.0845 1.7259 3.0923
H -3.1196 2.7355 4.4779
H -4.1454 4.8199 2.9132
H -2.7497 4.6937 0.5575
H 2.0298 2.9298 1.1772
H 2.3867 5.6205 0.8411
H 0.5424 6.3640 -1.1037
H -0.7880 4.1517 -1.7575
H 0.3959 -2.8941 1.3628
H -0.7358 -5.4393 1.4472
H -0.9709 -6.2000 -1.1008
H -0.1829 -4.0480 -2.6429
H 0.6566 -2.5733 -3.5815
H 3.0311 -2.3950 -4.8703
H 4.7504 -1.1540 -3.1126
H 3.2694 -0.6561 -0.8668
F 4.5543 2.3395 0.3872
C 5.0737 1.5939 1.4209
F 6.3926 1.8786 1.5409
F 4.4118 1.9679 2.5606
C 4.7772 0.0344 1.0798
O 3.4984 -0.1698 0.8881
C 5.7577 -0.3471 -0.0975
F 7.0798 -0.3067 0.2723
F 5.5207 -1.6074 -0.5573
F 5.6007 0.5101 -1.1441
C 5.2673 -0.8722 2.3074
F 6.4910 -0.4944 2.8284
F 4.3631 -0.8055 3.3023
F 5.3767 -2.1720 1.9223
```

Computed properties:
ΔE to the lowest compared entry with this formula, charge and spin	264.3	kJ/mol
spin multiplicity	3
calculated total energy	-3196.962411	a.u.
E_HOMO (spin up / spin down)	-7.8 / -7.9	eV
gap between HOMO and LUMO (spin up / spin down)	5.85 / 5.04	eV

Atom charges from the Mulliken analysis, given in e for atoms 1 to 8: atom 1 (Pt): 1.87, atom 2 (C): 0.35, atom 3 (C): -0.89, atom 4 (C): -1.25, atom 5 (C): -1.54, atom 6 (C): -0.70, atom 7 (C): 0.43, atom 8 (C): -1.43